*P*
This record from the OMol25 dataset describes a cluster of 3 separate species, C6H9N3 in total. The level of theory is ωB97M-V/def2-TZVPD.

```
18
Properties=species:S:1:pos:R:3
C 4.415 0.844 -0.323
C 4.599 -0.449 0.283
N 4.784 -1.487 0.849
H 5.115 0.946 -1.152
H 4.701 1.692 0.298
H 3.426 0.887 -0.780
C 0.666 -1.888 -1.451
C -0.768 -1.789 -1.619
N -1.943 -1.706 -1.726
H 1.095 -1.690 -2.433
H 1.031 -2.877 -1.173
H 1.083 -1.174 -0.741
C -4.353 1.261 1.382
C -5.383 1.911 2.221
N -6.164 2.367 2.924
H -3.651 1.940 0.898
H -4.860 0.696 0.599
H -3.793 0.514 1.945
```

E_HOMO (eV): -11.72
Spin multiplicity: 1

---

*Q*
This record from the OMol25 dataset describes an isolated molecule of C6H9N3. The level of theory is ωB97M-V/def2-TZVPD.

```
18
Properties=species:S:1:pos:R:3
C -0.902 -1.357 0.182
C 1.413 -0.802 -0.188
C -1.602 -0.124 0.263
C -0.991 1.022 0.193
C -3.088 -0.180 -0.016
C 3.331 0.435 -0.042
N 0.347 -1.652 0.065
N -0.445 2.016 -0.121
N 2.182 -0.208 0.605
H -1.525 -2.259 0.253
H 1.461 -0.641 -1.356
H -3.357 -0.449 -0.983
H -3.634 0.690 0.236
H -3.340 -0.947 0.670
H 3.675 -0.269 -0.699
H 2.987 1.350 -0.426
H 3.986 0.613 0.780
H -0.498 2.760 0.583
```

E_HOMO (eV): -8.78
Spin multiplicity: 1

---

Best to worst by energy: *P*, *Q*.